No. 1
Molecular formula: C4H4N2O
Method: DFT, ωB97M-V with the def2-TZVPD basis set

Structure (XYZ):
```
11
Properties=species:S:1:pos:R:3
O -2.106 -1.538 0.021
C -1.870 -0.343 -0.032
C -0.484 0.163 -0.021
C 0.249 1.352 -0.086
N 1.574 1.112 0.083
C 1.692 -0.187 0.163
N 0.499 -0.802 0.124
H -2.699 0.385 -0.069
H 0.187 2.328 -0.533
H 2.648 -0.679 0.140
H 0.310 -1.789 0.209
```

Computed properties:
**Energy above the lowest of the compared OMol25 structures with the same formula, charge and spin**: 15.2 kcal/mol
**Charge**: 0
**Calculated total energy**: -339.55747 Eh
**Highest occupied orbital energy**: -9.4 eV
**SMILES**: O=Cc1cnc[nH]1

No. 2
Molecular formula: C7H13NO3
Method: DFT, ωB97M-V with the def2-TZVPD basis set

Structure (XYZ):
```
24
Properties=species:S:1:pos:R:3
C -2.747 0.150 -0.420
C 1.311 1.762 0.686
C 1.327 -1.500 0.256
C -0.263 -0.762 -1.510
C 1.080 0.915 -0.529
C -0.799 -0.161 0.854
C 0.380 -0.364 -0.179
N -1.902 0.606 0.378
O -3.720 -0.176 -0.921
O -2.046 1.931 0.405
O -1.387 -1.480 1.242
H 2.163 2.473 0.457
H 0.423 2.442 0.835
H 1.426 1.294 1.734
H 2.248 -1.177 -0.182
H 1.080 -2.418 -0.152
H 1.519 -1.522 1.285
H 0.578 -1.064 -2.250
H -0.729 0.107 -1.878
H -0.980 -1.512 -1.367
H 2.040 0.639 -1.077
H 0.314 1.543 -1.133
H -0.518 0.326 1.711
H -0.797 -2.052 1.756
```

Computed properties:
**Energy above the lowest of the compared OMol25 structures with the same formula, charge and spin**: 135.2 kcal/mol
**Charge**: 0
**Calculated total energy**: -554.82469 Eh
**Highest occupied orbital energy**: -8.5 eV
**SMILES**: CCC(C)(C)[C@H](O)[N+]([O-])=C=O

No. 3
Molecular formula: C23H34NO2Sn
Method: DFT, ωB97M-V with the def2-TZVPD basis set

Structure (XYZ):
```
61
Properties=species:S:1:pos:R:3
C 1.665 -2.205 0.200
C 2.151 -1.507 -0.948
C 1.213 -1.691 -2.006
C 0.157 -2.517 -1.518
C 0.425 -2.823 -0.153
Sn -0.217 0.234 0.490
C -3.316 1.953 -1.569
C -2.926 1.783 -0.177
H -2.991 2.641 0.549
C -2.618 0.494 0.455
H -2.870 -0.470 -0.026
H -2.788 0.214 1.524
C -3.408 3.402 -2.198
H -2.924 4.248 -1.630
H -3.042 3.469 -3.245
H -4.461 3.782 -2.205
C -2.788 0.796 -2.547
H -1.876 0.198 -2.254
H -3.606 0.005 -2.668
H -2.633 1.209 -3.570
C 3.400 -0.719 -0.994
H 3.473 -0.036 -0.136
H 4.281 -1.379 -0.968
H 3.457 -0.120 -1.909
C 1.334 -1.115 -3.364
H 1.695 -0.078 -3.322
H 2.040 -1.692 -3.981
H 0.363 -1.116 -3.876
C -1.015 -3.009 -2.279
H -1.042 -2.579 -3.286
H -0.983 -4.105 -2.381
H -1.959 -2.757 -1.770
C -0.392 -3.671 0.742
H -1.409 -3.799 0.352
H 0.052 -4.675 0.838
H -0.457 -3.245 1.754
C 2.350 -2.297 1.508
H 1.659 -2.612 2.300
H 3.161 -3.042 1.465
H 2.802 -1.338 1.796
C 1.091 2.175 -1.038
C -0.070 2.676 -1.898
C 2.560 2.604 -1.661
C 0.174 2.658 -3.365
H -1.146 3.005 -1.766
C 2.704 2.825 -3.067
H 3.174 3.068 -0.887
C 1.473 2.772 -3.793
H -0.641 2.659 -4.139
H 3.822 2.863 -3.470
H 1.756 2.528 -4.793
N -0.874 0.434 5.383
C 0.222 1.170 4.674
C 0.043 0.831 3.215
O 0.622 1.503 2.303
O -0.734 -0.153 2.973
H -1.661 1.071 5.557
H -0.586 0.094 6.305
H -1.185 -0.343 4.760
H 0.133 2.237 4.862
H 1.186 0.826 5.050
```

Computed properties:
**Energy above the lowest of the compared OMol25 structures with the same formula, charge and spin**: 164.7 kcal/mol
**Charge**: +1
**Calculated total energy**: -1315.78625 Eh
**Highest occupied orbital energy (spin up / spin down)**: -9.0 / -9.3 eV

No. 4
Molecular formula: C24H21N3O6
Method: DFT, ωB97M-V with the def2-TZVPD basis set

Structure (XYZ):
```
54
Properties=species:S:1:pos:R:3
C 4.695 -0.496 -0.998
H 4.915 -0.133 0.009
H 5.625 -0.788 -1.485
O 4.156 0.519 -1.817
C 2.976 1.118 -1.522
C 2.607 2.124 -2.422
C 1.447 2.848 -2.275
C 0.578 2.568 -1.224
C 0.933 1.569 -0.326
C 2.116 0.853 -0.446
O 2.420 -0.112 0.510
C 2.591 0.402 1.816
H 3.018 -0.406 2.409
H 3.280 1.253 1.817
H 1.639 0.718 2.256
H 0.276 1.342 0.501
C -0.653 3.328 -1.034
C -1.916 2.862 -0.668
N -2.688 3.964 -0.520
N -2.031 5.089 -0.766
C -0.803 4.726 -1.081
H -0.059 5.462 -1.314
H -3.654 3.984 -0.235
C -2.406 1.502 -0.534
C -1.879 0.495 -1.339
C -2.281 -0.817 -1.209
C -3.223 -1.156 -0.248
C -3.788 -0.163 0.542
C -3.405 1.161 0.390
O -3.975 2.149 1.140
H -4.608 1.764 1.758
H -4.544 -0.424 1.273
O -3.602 -2.478 -0.101
C -3.108 -3.084 1.081
C -1.599 -3.069 1.115
C -0.893 -3.533 0.008
C 0.484 -3.465 -0.024
C 1.162 -2.951 1.074
C 0.474 -2.499 2.192
C -0.906 -2.547 2.201
H -1.449 -2.181 3.060
H 1.028 -2.109 3.032
N 2.598 -2.903 1.056
O 3.160 -3.163 0.013
O 3.167 -2.630 2.093
H 1.046 -3.811 -0.878
H -1.440 -3.939 -0.829
H -3.481 -4.112 1.049
H -3.511 -2.590 1.975
H -1.869 -1.583 -1.845
H -1.135 0.757 -2.074
H 1.201 3.626 -2.982
H 3.285 2.323 -3.237
H 4.034 -1.364 -0.936
```

Computed properties:
**Energy above the lowest of the compared OMol25 structures with the same formula, charge and spin**: 112.6 kcal/mol
**Charge**: 0
**Calculated total energy**: -1542.74655 Eh
**Highest occupied orbital energy**: -7.7 eV
**SMILES**: COc1ccc(-c2cn[nH]c2-c2ccc(OCc3ccc([N+](=O)[O-])cc3)cc2O)cc1OC

No. 5
Molecular formula: C6H12BrNO3
Method: DFT, ωB97M-V with the def2-TZVPD basis set

Structure (XYZ):
```
23
Properties=species:S:1:pos:R:3
C 0.276 -2.372 0.625
C -1.444 -0.803 -0.414
C 0.765 2.363 0.351
C -0.250 -0.978 0.460
C 1.005 1.328 -0.896
C 1.346 -0.032 -0.423
N 1.544 -0.898 -1.518
O 0.826 -0.826 -2.468
O 2.357 -1.808 -1.400
O 2.084 1.697 -1.649
Br 2.793 -0.123 0.828
H 0.455 -2.961 -0.261
H -0.404 -2.859 1.318
H 1.353 -2.212 0.843
H -1.357 -1.542 -1.312
H -1.669 0.190 -0.738
H -2.366 -1.133 0.089
H 0.712 1.783 1.208
H 1.592 3.027 0.475
H -0.010 3.024 0.200
H -0.462 -0.359 1.302
H 0.003 1.404 -1.348
H 1.972 2.684 -1.843
```

Computed properties:
**Energy above the lowest of the compared OMol25 structures with the same formula, charge and spin**: 32.5 kcal/mol
**Charge**: 0
**Calculated total energy**: -3090.11172 Eh
**Highest occupied orbital energy**: -9.8 eV

No. 6
Molecular formula: H3N3O3S
Method: DFT, ωB97M-V with the def2-TZVPD basis set

Structure (XYZ):
```
10
Properties=species:S:1:pos:R:3
N 1.717 -0.295 0.055
N -0.932 0.758 -0.018
N 0.949 -1.260 0.065
O 2.949 -0.637 -0.407
O -1.345 -1.338 1.389
O -1.225 -1.632 -1.053
S -0.777 -0.969 0.151
H -1.573 1.175 0.615
H -1.378 0.894 -0.880
H 2.759 -1.571 -0.457
```

Computed properties:
**Energy above the lowest of the compared OMol25 structures with the same formula, charge and spin**: 2.6 kcal/mol
**Charge**: 0
**Calculated total energy**: -789.86068 Eh
**Highest occupied orbital energy**: -11.2 eV
**SMILES**: NS(=O)(=O)/N=N/O

No. 7
Molecular formula: C19H19ClN4O2S2
Method: DFT, ωB97M-V with the def2-TZVPD basis set

Structure (XYZ):
```
47
Properties=species:S:1:pos:R:3
O 2.187 5.587 -3.096
O 3.894 4.033 -3.722
Cl -1.501 2.648 -2.782
N 4.115 4.173 0.931
S 0.690 0.706 0.476
C 3.416 4.129 -0.136
C -1.437 0.536 -1.009
C -2.449 -2.083 0.244
C -2.634 -3.210 1.163
C -0.762 1.760 -1.445
C -0.789 -0.133 0.014
C -1.308 -1.395 0.624
C -1.579 -3.206 2.037
C 0.402 1.998 -0.723
C -0.815 -5.799 5.332
C -1.765 -6.152 4.419
C -0.243 -4.551 5.262
C -2.056 -5.366 3.330
C -0.511 -3.727 4.185
C -1.414 -4.131 3.172
N -0.794 -2.074 1.722
N 2.444 3.189 -0.112
N 3.757 4.817 -1.236
C 4.852 5.830 -1.326
C 0.417 4.496 -0.783
C 1.807 3.085 -2.346
C 1.260 3.227 -0.963
S 2.966 4.407 -2.662
H 4.902 4.811 0.877
H -2.359 0.266 -1.501
H -3.043 -1.888 -0.654
H -3.487 -3.872 1.161
H -0.529 -6.525 6.089
H -2.286 -7.113 4.524
H 0.531 -4.270 5.937
H -2.703 -5.747 2.561
H -0.071 -2.762 4.089
H 0.091 -1.826 2.205
H 2.296 2.861 0.824
H 5.814 5.330 -1.464
H 4.725 6.543 -2.136
H 4.894 6.401 -0.397
H -0.217 4.677 -1.654
H 1.001 5.429 -0.685
H -0.241 4.443 0.079
H 2.369 2.173 -2.463
H 1.035 3.148 -3.092
```

Computed properties:
**Energy above the lowest of the compared OMol25 structures with the same formula, charge and spin**: 72.9 kcal/mol
**Charge**: 0
**Calculated total energy**: -2361.44381 Eh
**Highest occupied orbital energy**: -7.8 eV
**SMILES**: [H]/N=C1/N[C@](C)(c2sc(-c3ccc(-c4ccccc4)[nH]3)cc2Cl)CS(=O)(=O)N1C

No. 8
Molecular formula: C42H31I2N2O3PRe
Method: DFT, ωB97M-V with the def2-TZVPD basis set

Structure (XYZ):
```
82
Properties=species:S:1:pos:R:3
Re 0.463 -0.451 0.933
O -1.681 3.094 3.640
C -1.243 2.404 2.723
O -0.594 1.354 2.763
C -1.557 2.959 1.257
P -1.018 1.764 -0.030
C -2.571 1.462 -0.906
C -3.591 0.990 -0.068
C -4.780 0.519 -0.577
C -4.991 0.503 -1.949
C -3.992 0.967 -2.791
C -2.795 1.427 -2.281
C 0.177 2.774 -0.949
C 1.241 3.151 -0.119
C 2.342 3.807 -0.621
C 2.425 4.077 -1.979
C 1.396 3.679 -2.813
C 0.280 3.040 -2.306
H -1.010 3.898 1.137
H -2.626 3.172 1.166
H -3.423 0.978 1.000
H -5.549 0.161 0.095
H -5.917 0.118 -2.354
H -4.135 0.948 -3.863
H -2.038 1.751 -2.970
H 1.183 2.891 0.930
H 3.151 4.094 0.037
H 3.295 4.574 -2.382
H 1.464 3.857 -3.876
H -0.502 2.753 -2.987
I -1.923 -3.393 4.643
C -0.190 -2.188 4.767
C 0.513 -2.145 5.950
C 1.642 -1.354 6.037
I 2.715 -1.366 7.888
C 2.093 -0.565 4.972
C 3.207 0.294 4.991
C 3.507 1.024 3.851
C 2.757 0.862 2.708
N 1.722 0.010 2.634
C 1.357 -0.648 3.762
C 0.187 -1.468 3.621
O -0.414 -1.540 2.500
H 0.178 -2.727 6.798
H 3.806 0.399 5.884
H 4.336 1.715 3.854
H 2.969 1.423 1.812
C 1.837 -0.075 -0.319
C 2.944 0.049 -1.148
C 2.999 -0.611 -2.409
C 4.101 -0.522 -3.220
C 5.221 0.211 -2.835
C 5.192 0.876 -1.614
C 4.088 0.818 -0.799
H 2.142 -1.192 -2.711
H 4.111 -1.043 -4.170
H 6.100 0.256 -3.465
H 6.054 1.455 -1.300
H 4.087 1.357 0.135
C -3.058 -4.793 0.860
C -3.370 -3.536 1.350
C -2.641 -2.428 0.960
C -1.584 -2.556 0.060
C -1.254 -3.839 -0.397
C -1.983 -4.940 -0.002
N -0.901 -1.443 -0.464
C -1.053 -1.299 -1.815
C -0.282 -0.377 -2.550
C -0.354 -0.299 -3.923
C -1.239 -1.091 -4.642
C -2.084 -1.933 -3.935
C -2.002 -2.036 -2.563
H -3.652 -5.651 1.150
H -4.195 -3.426 2.042
H -2.889 -1.453 1.349
H -0.426 -3.939 -1.088
H -1.724 -5.922 -0.377
H 0.400 0.259 -2.010
H 0.309 0.384 -4.440
H -1.272 -1.051 -5.723
H -2.812 -2.543 -4.460
H -2.680 -2.714 -2.063
```

Computed properties:
**Energy above the lowest of the compared OMol25 structures with the same formula, charge and spin**: 40.1 kcal/mol
**<S²>**: 1.04
**Charge**: -2
**Calculated total energy**: -2969.34957 Eh
**Highest occupied orbital energy (spin up / spin down)**: -0.1 / -1.0 eV
**2S+1**: 2

No. 9
Molecular formula: C20H33NO10P2Pd
Method: DFT, ωB97M-V with the def2-TZVPD basis set

Structure (XYZ):
```
67
Properties=species:S:1:pos:R:3
Pd -2.017 0.371 1.906
C -2.453 1.158 -3.888
C -2.519 -0.303 -3.502
C -3.548 -1.089 -4.282
O -2.901 -0.372 -2.093
P -1.938 -0.911 -0.982
O -2.663 -0.950 0.321
C -0.456 0.115 -0.986
P 0.707 -0.331 0.324
O -0.017 -0.512 1.615
O 1.854 0.723 0.318
C 2.045 1.809 1.340
C 3.336 1.531 2.067
C 2.043 3.132 0.622
O 1.381 -1.677 -0.111
C 2.408 -1.727 -1.154
C 3.753 -1.886 -0.482
C 2.042 -2.874 -2.069
O -1.398 -2.312 -1.450
C -1.963 -3.577 -0.959
C -1.194 -3.990 0.274
C -1.852 -4.561 -2.100
H -2.174 1.252 -4.938
H -1.722 1.697 -3.286
H -3.426 1.626 -3.741
H -1.539 -0.776 -3.615
H -4.538 -0.654 -4.137
H -3.572 -2.128 -3.954
H -3.308 -1.066 -5.345
H -0.774 1.149 -0.820
H 0.040 0.044 -1.958
H 1.207 1.726 2.033
H 4.181 1.559 1.377
H 3.308 0.561 2.564
H 3.458 2.323 2.813
H 2.857 3.168 -0.103
H 2.211 3.915 1.365
H 1.095 3.327 0.116
H 2.382 -0.782 -1.703
H 3.771 -2.807 0.103
H 3.956 -1.044 0.177
H 4.539 -1.936 -1.236
H 2.052 -3.813 -1.513
H 2.766 -2.946 -2.880
H 1.048 -2.731 -2.493
H -3.011 -3.394 -0.712
H -0.140 -4.132 0.031
H -1.595 -4.928 0.660
H -1.271 -3.233 1.053
H -0.806 -4.706 -2.372
H -2.398 -4.210 -2.975
H -2.266 -5.523 -1.798
O 1.909 4.821 5.780
C 1.858 4.391 4.622
O 2.644 4.454 3.655
C 0.621 3.566 4.251
C 0.314 2.388 4.932
C -0.611 1.518 4.394
N -1.243 1.783 3.246
C -1.026 2.962 2.631
C -0.131 3.880 3.118
C -1.645 3.156 1.259
O -1.636 4.234 0.720
O -2.104 2.058 0.699
H 0.839 2.141 5.844
H -0.828 0.561 4.854
H 0.058 4.782 2.553
```

Computed properties:
**Energy above the lowest of the compared OMol25 structures with the same formula, charge and spin**: 0.0 kcal/mol
**<S²>**: 2.00
**Charge**: 0
**Calculated total energy**: -2399.84023 Eh
**Highest occupied orbital energy (spin up / spin down)**: -7.8 / -7.8 eV
**2S+1**: 3

No. 10
Molecular formula: C22H27N8O4PdS
Method: DFT, ωB97M-V with the def2-TZVPD basis set

Structure (XYZ):
```
63
Properties=species:S:1:pos:R:3
Pd 1.693 -0.845 -0.641
C 0.676 -0.531 4.130
N 2.068 -0.580 3.710
C 2.992 0.100 4.617
C 2.326 -0.719 2.379
N 1.439 -0.654 1.457
N 3.652 -1.035 2.093
C 4.356 -0.898 0.911
N 5.704 -0.955 1.079
N 3.790 -0.719 -0.227
H 0.637 -0.707 5.203
H 0.106 -1.316 3.636
H 0.217 0.442 3.922
H 3.121 -0.481 5.529
H 2.597 1.083 4.881
H 3.962 0.254 4.152
H 0.542 -0.295 1.755
H 4.159 -1.434 2.864
H 6.119 -1.065 1.986
H 6.288 -1.155 0.286
H 4.450 -0.517 -0.966
O -2.472 -0.666 -0.129
S -1.913 -1.232 -1.330
O -2.178 -0.533 -2.559
N -0.317 -1.513 -1.131
C -0.023 -2.827 -1.072
O 1.137 -3.193 -0.832
C -1.201 -3.704 -1.303
C -1.256 -5.084 -1.359
C -2.493 -5.673 -1.594
C -3.636 -4.896 -1.765
C -3.579 -3.508 -1.706
C -2.343 -2.943 -1.474
H -0.359 -5.673 -1.226
H -2.572 -6.750 -1.647
H -4.586 -5.381 -1.947
H -4.465 -2.902 -1.837
C -2.827 2.654 -2.167
N -1.407 2.413 -2.364
N -0.579 2.180 -1.286
C 0.560 1.568 -1.721
O 1.511 1.296 -0.921
C 0.392 1.345 -3.105
C -0.841 1.844 -3.446
C -1.576 1.761 -4.734
C -0.750 2.836 -0.026
C -1.455 2.198 0.983
C -1.603 2.840 2.205
C -1.048 4.096 2.407
C -0.340 4.721 1.388
C -0.188 4.090 0.163
H -2.965 3.173 -1.223
H -3.373 1.711 -2.150
H -3.190 3.292 -2.968
H 1.096 0.861 -3.759
H -0.910 1.411 -5.517
H -1.983 2.729 -5.027
H -2.400 1.052 -4.637
H -1.883 1.220 0.797
H -2.164 2.361 2.997
H -1.172 4.595 3.359
H 0.091 5.701 1.546
H 0.363 4.558 -0.642
```

Computed properties:
**Energy above the lowest of the compared OMol25 structures with the same formula, charge and spin**: 0.0 kcal/mol
**<S²>**: 2.00
**Charge**: +1
**Calculated total energy**: -2119.44400 Eh
**Highest occupied orbital energy (spin up / spin down)**: -10.7 / -10.9 eV
**2S+1**: 3

What is the formula in the fifth record?
C6H12BrNO3